Entry from the Open Molecules 2025 dataset: a cluster of 10 separate species, C48H112N4O10S6 in total in a non-equilibrium geometry (ωB97M-V with the def2-TZVPD basis set).

Summary:
- HOMO level: -7.75 eV
- LUMO: 0.0046 hartree
- Kohn-Sham gap: 7.88 eV
- Relative energy (zero: lowest compared OMol25 entry of this formula, charge and spin): 0.0 kcal per mole
- Multiplicity: 1

Cartesian coordinates (Å):
C1 23.36048 -8.57317 -7.80006
S1 22.65267 -10.02756 -7.00844
O1 21.87632 -10.70942 -8.09028
C2 24.16771 -11.00060 -6.88665
H1 24.07429 -8.71711 -8.61162
H2 23.85032 -7.92772 -7.06414
H3 22.55324 -7.95957 -8.20247
H4 24.58382 -11.16820 -7.87746
H5 23.96116 -11.97191 -6.43658
H6 24.84247 -10.50110 -6.18764
C3 13.70400 -9.64449 -8.00309
S2 14.10790 -11.38595 -8.46054
O2 15.60641 -11.42701 -8.60086
C4 13.60803 -12.18062 -6.92327
H7 14.23738 -9.50149 -7.06425
H8 12.63997 -9.48657 -7.81390
H9 13.95316 -8.99568 -8.83691
H10 14.15700 -11.63218 -6.15679
H11 14.02819 -13.18454 -6.92518
H12 12.52319 -12.13888 -6.91346
C5 22.25520 -11.91798 -11.12829
S3 21.87911 -10.34162 -11.89197
O3 22.23722 -10.38341 -13.35575
C6 20.07982 -10.53101 -11.62711
H13 21.98964 -11.79719 -10.07418
H14 23.30089 -12.21395 -11.14209
H15 21.58635 -12.70774 -11.47273
H16 19.70408 -9.51258 -11.77092
H17 19.93501 -10.70858 -10.56364
H18 19.51529 -11.15971 -12.31131
C7 12.05414 -17.10572 -12.56892
S4 13.43544 -16.21710 -13.38135
O4 12.75724 -15.21461 -14.27017
C8 13.95582 -15.26608 -11.92008
H19 11.55350 -16.31848 -12.00893
H20 12.46443 -17.86371 -11.89502
H21 11.38301 -17.66761 -13.21262
H22 14.65539 -14.51213 -12.28179
H23 14.49100 -15.93065 -11.24157
H24 13.11502 -14.73491 -11.47613
C9 24.71312 -17.32519 -6.90027
S5 23.14382 -17.35808 -7.82025
O5 23.02741 -16.06297 -8.59073
C10 23.65328 -18.66605 -8.96940
H25 24.81511 -16.43365 -6.29070
H26 25.49837 -17.36663 -7.66176
H27 24.91494 -18.23881 -6.33854
H28 24.19562 -18.16189 -9.77349
H29 22.83931 -19.11607 -9.54220
H30 24.22947 -19.50063 -8.57373
C11 19.30246 -10.60715 -4.18052
S6 17.85376 -11.60956 -3.71883
O6 17.17864 -10.90032 -2.57368
C12 16.92113 -11.24965 -5.25019
H31 18.93628 -9.59712 -4.39573
H32 19.72208 -10.82850 -5.16574
H33 20.05525 -10.55282 -3.40056
H34 17.37752 -11.59263 -6.17543
H35 16.61976 -10.20305 -5.29727
H36 16.00330 -11.81586 -5.08052
C13 21.37393 -19.87854 -3.45704
C14 20.54928 -19.22503 -4.54036
C15 20.94583 -19.83693 -5.90048
C16 20.07508 -19.46186 -7.11894
C17 18.60619 -19.78727 -6.78848
C18 18.15771 -19.23502 -5.41896
N1 19.14910 -19.55259 -4.39261
O7 18.64480 -19.22913 -3.11141
C19 17.93911 -17.70569 -5.64295
C20 16.84179 -19.92760 -5.04716
C21 20.91489 -17.71265 -4.52108
H37 21.32839 -19.41438 -2.46804
H38 22.44815 -19.89608 -3.65292
H39 21.04197 -20.91096 -3.30215
H40 21.96152 -19.49297 -6.10573
H41 20.83457 -20.92363 -5.89656
H42 20.35017 -19.99522 -8.02929
H43 20.16301 -18.39360 -7.33884
H44 18.48188 -20.87483 -6.80620
H45 17.93955 -19.38848 -7.55552
H46 17.96993 -17.24019 -4.65258
H47 18.65433 -17.13775 -6.23456
H48 16.94379 -17.59177 -6.07394
H49 16.00208 -19.50381 -5.60732
H50 16.91232 -20.96183 -5.38170
H51 16.52830 -19.81072 -4.01391
H52 21.96763 -17.55767 -4.77474
H53 20.82538 -17.30545 -3.51325
H54 20.32924 -17.13825 -5.23115
H55 18.84790 -19.98550 -2.55133
C22 25.14991 -15.25678 -15.73105
C23 25.52723 -15.91746 -14.37211
C24 25.84360 -14.90807 -13.31385
C25 24.59273 -14.37863 -12.56564
C26 23.80015 -15.56033 -12.04167
C27 23.40596 -16.60574 -13.08146
N2 24.51169 -16.91436 -13.95852
O8 24.21452 -17.81610 -14.98604
C28 23.00286 -17.85994 -12.26942
C29 22.14657 -16.08666 -13.87180
C30 26.80442 -16.72301 -14.65981
H56 25.83271 -14.43718 -15.95637
H57 24.12170 -14.91573 -15.86810
H58 25.30861 -15.98441 -16.53074
H59 26.61022 -15.23308 -12.60730
H60 26.25286 -14.02487 -13.81206
H61 24.02112 -13.82766 -13.31299
H62 24.99501 -13.81701 -11.72453
H63 22.84286 -15.13527 -11.72347
H64 24.27018 -15.98415 -11.15336
H65 22.56842 -17.55626 -11.31724
H66 22.24200 -18.41686 -12.81876
H67 23.88195 -18.47840 -12.09371
H68 21.41227 -15.64401 -13.20684
H69 22.46874 -15.43775 -14.68833
H70 21.73150 -16.93858 -14.41937
H71 27.73445 -16.17509 -14.82144
H72 26.65488 -17.55945 -15.33753
H73 27.05433 -17.19271 -13.69678
H74 23.59500 -17.35704 -15.58042
C31 19.45654 -16.85044 -10.62873
C32 18.60278 -15.59251 -10.33301
C33 17.30565 -16.13083 -9.69244
C34 16.44222 -15.12860 -8.93330
C35 17.29164 -14.46199 -7.82633
C36 18.66808 -13.95306 -8.31841
N3 19.26411 -14.84476 -9.27961
O9 20.61133 -14.52177 -9.63185
C37 18.45517 -12.52590 -8.95242
C38 19.62357 -13.76820 -7.12355
C39 18.29160 -14.77184 -11.59120
H75 19.85661 -17.22705 -9.68173
H76 20.32200 -16.55115 -11.22003
H77 18.92968 -17.71307 -11.03635
H78 16.72622 -16.53542 -10.53085
H79 17.50432 -16.96778 -9.01637
H80 15.60027 -15.62517 -8.44651
H81 16.03508 -14.41844 -9.65824
H82 17.44541 -15.16402 -7.00555
H83 16.77096 -13.55127 -7.53032
H84 17.84228 -11.87474 -8.33648
H85 19.44082 -12.04878 -8.98418
H86 18.14997 -12.59158 -9.99316
H87 19.76522 -14.73143 -6.62557
H88 20.55197 -13.34136 -7.49586
H89 19.18904 -13.09688 -6.38206
H90 17.66230 -13.90407 -11.38336
H91 17.78247 -15.30697 -12.39474
H92 19.23675 -14.37161 -11.96873
H93 21.06005 -15.12349 -9.02195
C40 17.51857 -10.50945 -14.82396
C41 16.24387 -11.08176 -14.18611
C42 16.20959 -10.63305 -12.70494
C43 14.84931 -10.56198 -12.04578
C44 13.88588 -9.78669 -12.92125
C45 13.78518 -10.25802 -14.38130
N4 15.12914 -10.44439 -14.92600
O10 15.08765 -10.86612 -16.27364
C46 12.93237 -11.54185 -14.45958
C47 13.08045 -9.14182 -15.16962
C48 16.18132 -12.61696 -14.28293
H94 17.75397 -9.46311 -14.61008
H95 17.44446 -10.56150 -15.90862
H96 18.38383 -11.02954 -14.40205
H97 16.88261 -11.29700 -12.15252
H98 16.72995 -9.67242 -12.70600
H99 15.00107 -10.11346 -11.06064
H100 14.37510 -11.52245 -11.81563
H101 14.23256 -8.74699 -12.94893
H102 12.88635 -9.75743 -12.48089
H103 13.20023 -12.20467 -13.63229
H104 11.90514 -11.26600 -14.18769
H105 12.86479 -12.10450 -15.38586
H106 12.31304 -8.63314 -14.58771
H107 13.75382 -8.31707 -15.43170
H108 12.76328 -9.57812 -16.11755
H109 15.27586 -12.99209 -13.79550
H110 17.06233 -13.12778 -13.89901
H111 15.95128 -12.94380 -15.30080
H112 15.05817 -10.03295 -16.75899

Atomic forces in eV per Å
0.34 1.11 0.21
0.24 -0.44 -1.12
-0.27 0.10 0.40
0.14 0.02 0.64
-0.12 -0.67 0.03
0.00 -0.26 0.20
-0.27 -0.34 0.07
0.05 0.26 -0.03
-0.42 0.06 -0.09
0.19 0.14 -0.31
-0.38 -0.97 0.39
0.08 0.47 -1.20
-0.87 0.01 0.59
1.16 0.60 -0.29
0.27 0.56 -0.24
-0.06 -0.41 0.00
0.54 -0.06 0.12
-0.62 0.02 0.40
-0.33 -0.15 -0.23
0.00 -0.08 0.45
-0.43 -0.42 0.80
0.14 -0.48 -0.64
-0.53 -0.12 0.93
0.13 1.64 -0.08
0.07 0.19 0.01
0.04 0.22 -0.47
0.25 -0.05 -0.41
-0.08 -0.04 -0.18
-0.02 -0.47 -0.08
0.43 -0.50 0.10
0.70 -0.07 0.71
-1.00 0.57 -0.37
0.45 -0.46 0.28
0.21 -0.21 -0.35
-0.38 -0.23 -0.01
0.14 0.26 0.20
0.16 0.50 -0.57
0.07 -0.12 -0.15
-0.19 0.06 0.21
-0.12 -0.25 0.09
0.76 -0.41 -1.01
-0.41 0.11 0.33
0.31 -1.01 0.35
0.05 0.07 -1.23
-0.26 0.02 0.01
0.03 0.54 0.00
-0.67 0.04 0.29
0.46 0.09 0.34
-0.52 0.25 0.58
0.11 0.32 0.48
-0.40 1.04 -0.73
0.32 0.61 0.02
0.40 -0.38 -1.06
-0.74 -0.21 0.76
-0.20 0.08 0.62
0.12 -0.89 0.25
-0.07 -0.30 0.07
0.26 0.00 0.14
0.37 0.12 0.06
0.02 -0.09 -0.17
0.18 -0.94 0.98
0.39 1.01 -1.02
-0.17 0.11 -1.05
-0.84 0.78 0.86
0.57 -0.35 0.13
0.19 0.92 -0.89
-0.23 -1.36 0.25
0.13 0.86 0.22
-0.52 -0.14 1.24
-0.46 0.33 -0.58
0.08 -0.14 0.05
-0.44 0.33 -0.18
-0.10 0.00 -0.51
0.14 -0.06 -0.18
0.20 -0.51 0.05
0.61 -0.11 0.61
0.30 -0.10 0.13
0.06 0.03 -0.05
0.04 -0.03 0.10
-0.05 0.05 0.02
-0.36 0.17 -0.07
0.11 -0.50 -0.33
0.05 0.29 -0.02
0.23 0.08 -0.26
-0.07 -0.20 0.55
0.41 -0.24 0.13
0.01 -0.26 -0.14
-0.42 0.04 -0.04
0.04 0.12 0.13
-0.06 -0.14 -0.21
0.07 -0.18 -0.30
-0.04 -0.82 -1.99
-0.63 1.45 0.63
1.33 -1.53 -0.68
-0.57 1.06 -0.02
-0.99 0.13 0.05
1.35 0.21 1.00
-0.51 0.19 -0.05
-0.28 0.21 -0.63
1.15 -0.98 -0.52
0.50 -0.85 1.77
-0.09 0.11 0.10
0.03 0.23 0.42
0.00 -0.05 0.05
-0.17 -0.37 0.02
0.34 -0.19 -0.07
-0.18 0.48 0.47
-0.54 0.60 -0.14
0.03 -0.29 0.53
0.15 -0.17 -0.14
-0.07 0.05 -0.02
0.16 -0.29 0.08
-0.02 -0.04 -0.01
-0.12 0.09 -0.17
-0.19 0.62 0.42
-0.39 -0.02 0.33
-0.40 0.47 -0.76
0.02 0.33 -0.37
-0.20 -0.22 -0.06
0.12 -0.13 -0.03
0.56 0.51 0.38
-1.04 -0.66 0.97
-0.80 -0.29 -0.34
0.89 0.18 0.09
0.13 0.13 -1.09
-0.63 1.86 -0.52
0.66 -1.30 0.23
-0.70 0.01 0.38
1.39 -0.34 0.36
-0.51 -0.39 -0.33
0.35 0.44 -0.06
-0.02 0.20 0.11
-0.07 -0.33 -0.27
-0.25 0.38 -0.53
-0.05 -0.18 0.09
0.37 0.00 -0.06
-0.09 -0.11 -0.18
0.03 0.34 0.27
-0.17 0.02 0.10
-0.10 -0.22 0.59
-0.34 -0.09 -0.27
0.05 -0.06 -0.02
-0.56 0.14 0.19
0.28 -0.01 -0.04
0.14 -0.08 0.26
-0.07 0.13 -0.07
-0.05 -0.10 0.20
0.20 -0.37 0.09
-0.03 -0.04 -0.17
0.82 0.17 -0.36
0.43 -0.28 0.23
-0.46 0.26 -0.27
0.59 -0.38 -0.60
-0.26 -0.24 0.06
0.37 0.75 0.06
-0.25 -0.68 -0.06
0.41 1.23 0.85
-0.24 -0.18 0.01
-0.81 0.26 1.34
0.79 0.13 -0.47
-0.91 -0.07 -0.50
-0.70 0.09 0.28
0.36 -0.49 0.03
0.08 -0.32 -0.54
-0.09 -0.10 0.02
-0.45 0.29 0.35
-0.23 0.25 -0.06
0.50 -0.31 -0.20
-0.02 0.05 -0.07
-0.06 -0.12 -0.11
0.25 -0.27 -0.33
-0.05 0.07 -0.23
0.49 0.22 -0.16
-0.49 -0.55 -0.16
0.35 -0.25 0.14
-0.63 0.29 0.09
0.23 0.14 0.56
0.06 0.07 0.01
0.64 0.18 -0.19
0.15 -0.11 -0.05